[1]
Computed, not measured: a 2-piece molecular cluster, C6H12O overall, with the ωB97M-V functional and the def2-TZVPD basis.

Last column: Mulliken charge in e.
Positions of all 19 atoms, in Å:
1 C -0.6618 0.6577 -1.5908  -1.50
2 C -0.2953 0.6098 -0.1031  0.87
3 C -0.1065 2.0225 0.4552  -1.60
4 C 1.0065 -0.1735 0.0852  0.02
5 C 1.3689 -1.0014 1.2844  -0.53
6 C 1.1423 -1.6616 0.1920  -0.72
7 H -0.8528 -0.3447 -1.9939  0.33
8 H -1.5501 1.2734 -1.7764  0.42
9 H 0.1649 1.0913 -2.1683  0.33
10 H -1.1173 0.1320 0.4526  0.17
11 H -0.9875 2.6524 0.2876  0.41
12 H 0.7483 2.5073 -0.0340  0.34
13 H 0.0962 1.9935 1.5315  0.35
14 H 1.8283 0.3384 -0.4285  0.40
15 H 1.7510 -1.0186 2.2932  0.36
16 H 1.1533 -2.5947 -0.3484  0.29
17 O -1.3686 -2.5375 0.6513  -0.65
18 H -0.7728 -2.0624 1.2461  0.37
19 H -1.5470 -1.8837 -0.0356  0.33

Computed properties:
HOMO in eV: -9.50
LUMO in hartree: 0.0391
ΔE to the lowest compared entry with this formula, charge and spin in kcal/mol: 66.6
HOMO-LUMO gap in eV: 10.566
Calculated total energy in a.u.: -310.95314



[2]
Computed, not measured: one molecule with the formula C3H10N2 in a non-equilibrium geometry, with the ωB97M-V functional and the def2-TZVPD basis.

Last column: Mulliken charge in e.
Positions of all 15 atoms, in Å:
1 C 0.0395 -2.0716 0.3935  -1.10
2 C 0.1608 -1.0329 -0.7200  -0.41
3 N -0.5069 0.2348 -0.3528  -0.36
4 C 0.3445 1.2099 0.2836  -0.30
5 N -0.3922 2.4112 0.6788  -0.65
6 H -0.7736 -1.7669 1.0530  0.31
7 H -0.1189 -3.0689 -0.0008  0.34
8 H 0.9536 -2.0859 1.0042  0.28
9 H -0.2492 -1.3792 -1.6632  0.38
10 H 1.1912 -0.7247 -0.9570  0.28
11 H -1.1127 0.6318 -1.0552  0.21
12 H 0.7808 0.7294 1.1670  0.21
13 H 1.1958 1.5023 -0.3521  0.29
14 H -0.1327 3.1460 0.0282  0.27
15 H -1.3798 2.2645 0.4929  0.26

Computed properties:
HOMO in eV: -8.60
LUMO in hartree: 0.0450
ΔE to the lowest compared entry with this formula, charge and spin in kcal/mol: 14.8
HOMO-LUMO gap in eV: 9.820
Calculated total energy in a.u.: -229.78568



[3]
Computed, not measured: a 2-piece molecular cluster, C2H6N2O3 overall in a non-equilibrium geometry, with the ωB97M-V functional and the def2-TZVPD basis.

Last column: Mulliken charge in e.
Positions of all 13 atoms, in Å:
1 C 1.5928 0.9196 0.2976  -0.47
2 C -0.8328 -1.2861 0.2877  -0.55
3 N 0.4035 -0.1983 -1.3358  -0.41
4 N -1.7388 -0.1921 0.3520  0.91
5 O -2.7188 -0.0784 -0.3837  -0.60
6 O -1.3264 0.6631 1.1051  -0.51
7 O 0.6533 0.9708 -0.8090  -0.03
8 H 1.4348 1.8487 0.7530  0.24
9 H 2.6086 0.8268 -0.2214  0.27
10 H 1.6239 0.0976 0.9824  0.26
11 H -0.1788 -1.3104 1.2417  0.27
12 H -1.0740 -2.1831 -0.2180  0.32
13 H -0.4472 -0.0781 -2.0517  0.29

Computed properties:
HOMO (alpha / beta) in eV: -9.20 / -9.26
LUMO (alpha / beta) in hartree: -0.0121 / -0.0396
ΔE to the lowest compared entry with this formula, charge and spin in kcal/mol: 217.3
HOMO-LUMO gap (alpha / beta) in eV: 8.871 / 8.179
Calculated total energy in a.u.: -414.74928



[4]
Computed, not measured: C23H22AuF5N5O4 as an isolated structure, with the ωB97M-V functional and the def2-TZVPD basis.

Last column: Mulliken charge in e.
Positions of all 60 atoms, in Å:
1 Au 0.1257 -1.9190 -0.0856  1.36
2 C 3.1145 -2.3039 -2.1466  -1.56
3 C 3.3039 -1.9925 -0.7068  0.06
4 N 2.3424 -1.8066 0.1706  0.31
5 C 2.9309 -1.5288 1.3817  0.07
6 C 4.2910 -1.5283 1.2137  0.49
7 N 4.4997 -1.8297 -0.1087  -0.07
8 C 5.4772 -1.2890 2.0791  0.53
9 O 5.2453 -1.0090 3.3238  -0.60
10 O 6.5865 -1.3857 1.5789  -0.70
11 C 2.1087 -1.2207 2.6107  0.33
12 O 2.7722 -0.9703 3.6636  -0.89
13 O 0.8848 -1.1770 2.4746  -0.51
14 H 2.0480 -2.3198 -2.3610  0.18
15 H 3.5326 -3.2796 -2.3960  0.33
16 H 3.5901 -1.5478 -2.7729  0.41
17 H 5.4229 -1.9019 -0.5060  0.25
18 H 4.1812 -0.9641 3.5125  0.43
19 N -4.3599 7.6280 -2.7844  -0.54
20 C -3.6418 6.7994 -2.4387  0.09
21 C -2.7443 5.7653 -2.0059  0.49
22 C -1.4650 6.0938 -1.5624  -0.88
23 C -0.5978 5.0991 -1.1548  -0.39
24 C -1.0062 3.7683 -1.1728  0.71
25 C -2.2896 3.4381 -1.6031  0.10
26 C -3.1503 4.4323 -2.0261  -1.02
27 N -0.1253 2.7580 -0.7550  0.25
28 C 0.8509 2.8483 0.2260  -0.53
29 C 1.3966 1.6082 0.3176  -0.66
30 N 0.7944 0.7578 -0.5837  -0.05
31 C -0.1017 1.4670 -1.1995  -0.65
32 H -1.1505 7.1283 -1.5507  0.43
33 H 0.4052 5.3485 -0.8379  0.46
34 H -2.6192 2.4084 -1.5808  0.32
35 H -4.1481 4.1798 -2.3574  0.43
36 H 1.0161 3.7504 0.7869  0.43
37 H 2.1610 1.2666 0.9911  0.42
38 H -0.7799 1.0836 -1.9451  0.42
39 F -0.6608 -4.5411 -1.1330  -0.32
40 C -0.1627 -4.0372 0.0516  0.17
41 F -1.0309 -4.4576 1.0245  -0.29
42 C 1.1118 -4.8520 0.3084  0.47
43 F 1.7024 -4.4895 1.4502  -0.24
44 F 1.9997 -4.6851 -0.6921  -0.27
45 F 0.8686 -6.1757 0.3865  -0.30
46 C -4.0791 -0.6838 -0.1097  -1.81
47 C -2.7406 -1.0161 0.5643  2.68
48 C -2.1994 0.2439 1.2494  -1.38
49 C -2.9891 -2.0723 1.6505  -1.89
50 C -1.8007 -1.5195 -0.5193  -1.53
51 H -4.7814 -0.2626 0.6153  0.41
52 H -4.5293 -1.5792 -0.5444  0.44
53 H -3.9412 0.0467 -0.9125  0.28
54 H -2.8931 0.5904 2.0220  0.56
55 H -2.0709 1.0535 0.5265  0.11
56 H -1.2348 0.0462 1.7218  0.18
57 H -3.7062 -1.6872 2.3833  0.53
58 H -2.0639 -2.3110 2.1730  0.25
59 H -3.3889 -2.9924 1.2221  0.38
60 H -2.3118 -2.2745 -1.1272  0.32

Computed properties:
HOMO (alpha / beta) in eV: -4.47 / -3.94
LUMO (alpha / beta) in hartree: 0.0601 / 0.0602
ΔE to the lowest compared entry with this formula, charge and spin in kcal/mol: 3.9
HOMO-LUMO gap (alpha / beta) in eV: 6.101 / 5.580
Net charge: -1
Calculated total energy in a.u.: -2099.50271



[5]
Computed, not measured: one molecule with the formula C4H7NO2S in a non-equilibrium geometry, with the ωB97M-V functional and the def2-TZVPD basis.

Last column: Mulliken spin population.
Positions of all 15 atoms, in Å:
1 C -0.6879 -1.4371 -1.2312  0.05
2 C 0.5550 0.0640 0.1813  0.10
3 C -0.0899 0.8160 -0.9608  -0.02
4 C -0.1844 -1.2454 0.2766  0.33
5 N -0.6206 -0.1968 -1.7712  0.01
6 O -1.1239 -2.4066 -1.8171  0.09
7 O 0.3988 -2.3280 0.9406  0.01
8 S -1.8975 -0.9220 1.0512  1.43
9 H 1.6273 -0.2760 0.1482  0.01
10 H 0.5548 0.5345 1.0937  -0.03
11 H -0.7594 1.5996 -0.5345  0.01
12 H 0.6866 1.5138 -1.4243  0.00
13 H -1.1897 0.0908 -2.5326  0.01
14 H 1.2431 -1.9543 1.3844  0.01
15 H -2.2552 -2.0971 1.6053  -0.01

Computed properties:
HOMO (alpha / beta) in eV: -4.38 / -9.35
LUMO (alpha / beta) in hartree: 0.0211 / -0.1108
Expectation value of S²: 2.008
Multiplicity: 3
ΔE to the lowest compared entry with this formula, charge and spin in kcal/mol: 61.3
HOMO-LUMO gap (alpha / beta) in eV: 4.960 / 6.340
Calculated total energy in a.u.: -759.83649



[6]
Computed, not measured: C4H7CuF6NO2P as an isolated structure in a non-equilibrium geometry, with the ωB97M-V functional and the def2-TZVPD basis.

Last column: Mulliken charge in e.
Positions of all 22 atoms, in Å:
1 Cu 21.2011 -2.9532 -23.2074  0.44
2 O 19.7724 -4.5495 -23.8944  -0.83
3 H 18.8412 -4.6464 -24.0868  0.06
4 O 21.5146 -2.1594 -25.2386  -0.83
5 H 22.1834 -2.1389 -25.9169  0.07
6 P 24.4079 -4.1848 -21.5357  1.19
7 F 25.7059 -5.1549 -21.2232  -0.39
8 F 24.7103 -4.2694 -23.1441  -0.36
9 F 23.4762 -5.4817 -21.6699  -0.34
10 F 23.1722 -3.1543 -21.7915  -0.26
11 F 24.0495 -4.1152 -19.9649  -0.38
12 F 25.4068 -2.8997 -21.4296  -0.39
13 N 18.6694 -1.9471 -21.2584  0.03
14 C 19.4911 -1.3046 -20.3581  -0.55
15 C 20.4296 -0.6181 -21.0869  -0.25
16 C 20.1190 -0.7573 -22.4516  -0.62
17 C 19.0041 -1.5668 -22.5366  -0.43
18 H 17.9037 -2.5351 -21.0034  0.19
19 H 19.3541 -1.4686 -19.3018  0.38
20 H 21.2156 -0.0032 -20.6768  0.35
21 H 20.6149 -0.2656 -23.2727  0.47
22 H 18.4356 -1.9108 -23.3818  0.46

Computed properties:
HOMO in eV: -0.26
LUMO in hartree: 0.2015
ΔE to the lowest compared entry with this formula, charge and spin in kcal/mol: 0.0
HOMO-LUMO gap in eV: 5.744
Net charge: -2
Calculated total energy in a.u.: -2943.06209